Density functional theory data (ωB97M-V with the def2-TZVPD basis set) for a gas-phase ion, C11H15N2O (charge +1).

The calculation puts the HOMO-LUMO gap at 8.659 eV. The LUMO energy is -3.85 eV. The energy above the lowest of the compared OMol25 structures with the same formula, charge and spin is 89.86 kJ/mol. The structure (SMILES) is C[N+]1=C[C@@](O)(c2ccccc2N)CC1. As for the total charge: +1.

Bonds (Å) are listed after each position.
Element x y z (Å)
1 C -2.95962 0.70342 -1.51000  N2 1.477, H15 1.045, H16 1.147, H17 1.062
2 N -2.23731 0.00409 -0.42858  C1 1.477, C3 1.253, C14 1.448
3 C -1.36329 -0.86705 -0.64629  N2 1.253, C4 1.453, H18 1.129
4 C -0.44566 -1.14033 0.44680  C3 1.453, O5 1.372, C6 1.539, C13 1.493
5 O -0.33883 -2.50159 0.57628  C4 1.372, H19 0.960
6 C 0.91242 -0.50179 0.10356  C4 1.539, C7 1.371, C11 1.424
7 C 1.89600 -1.39272 -0.24036  C6 1.371, C8 1.375, H20 1.107
8 C 3.14984 -1.10150 -0.72451  C7 1.375, C9 1.401, H21 1.061
9 C 3.55947 0.22815 -0.56254  C8 1.401, C10 1.417, H22 1.102
10 C 2.59649 1.18123 -0.14695  C9 1.417, C11 1.385, H23 1.079
11 C 1.29807 0.86396 0.21564  C6 1.424, C10 1.385, N12 1.435
12 N 0.34800 1.92950 0.36442  C11 1.435, H24 1.069, H25 1.050
13 C -1.07530 -0.43607 1.60292  C4 1.493, C14 1.538, H26 1.081, H27 1.115
14 C -2.13313 0.46341 0.94069  N2 1.448, C13 1.538, H28 1.089, H29 1.113
15 H -2.68325 0.32928 -2.44553  C1 1.045
16 H -4.00981 0.33548 -1.23253  C1 1.147
17 H -2.77025 1.74018 -1.37785  C1 1.062
18 H -1.36114 -1.49521 -1.58483  C3 1.129
19 H 0.47200 -2.84727 0.95741  O5 0.960
20 H 1.50499 -2.42806 -0.23760  C7 1.107
21 H 3.75223 -1.85461 -1.16659  C8 1.061
22 H 4.57932 0.62782 -0.68035  C9 1.102
23 H 2.97757 2.19037 -0.14862  C10 1.079
24 H 0.65664 2.72693 -0.27743  N12 1.069
25 H 0.68071 2.25788 1.30419  N12 1.050
26 H -0.50981 0.16086 2.30523  C13 1.081
27 H -1.63397 -1.24477 2.12921  C13 1.115
28 H -3.02625 0.53277 1.55973  C14 1.089
29 H -1.83616 1.53566 0.90448  C14 1.113